# C5H9NOS

A structure of composition C5H9NOS at a distorted geometry (ωB97M-V/def2-TZVPD, the Open Molecules 2025 dataset).

Each line ends with the natural charge from an NBO analysis.
Atoms and positions in Å:
C: -0.91839 2.05564 0.32478  -0.28
C: -1.87107 -0.87619 -0.03881  -0.13
C: 0.58543 -0.26079 0.27532  -0.13
C: 1.32648 -1.53731 -0.01687  -0.41
C: 1.70639 -0.27357 -0.72771  -0.40
H: -0.96998 3.09431 -0.00682  0.20
H: 0.25737 1.83597 0.96116  0.19
H: -1.78641 1.73118 0.98753  0.21
H: -1.44631 -1.76051 0.59217  0.19
H: 1.00496 0.02360 1.18623  0.22
H: 2.26067 -1.71241 0.77905  0.21
H: 0.68377 -2.39047 -0.34102  0.24
H: 2.66702 0.10712 -0.55875  0.21
H: 1.46663 -0.27328 -1.70441  0.22
N: -0.67105 -0.16772 -0.41684  -0.16
O: -0.84469 1.12625 -1.02847  -0.37
S: -3.45083 -0.72182 -0.26656  -0.01

The calculation puts the strongest force on any atom at 4.69 eV/Å. Its HOMO energy is -0.318 hartree. As for the LUMO energy: 0.411 eV.

---

# C5H9NOS

An isolated molecule of C5H9NOS at a distorted geometry (ωB97M-V/def2-TZVPD, the Open Molecules 2025 dataset).

Each line ends with the natural charge from an NBO analysis.
Atoms and positions in Å:
C: 0.59646 -0.63074 1.46153  -0.68
C: 0.72650 -0.39572 -0.10805  -0.07
C: 1.46567 0.99252 -0.18819  -0.49
S: 0.21647 2.17402 0.55565  0.18
C: -1.01369 1.26883 -0.41162  0.54
O: -2.23276 1.61244 -0.35336  -0.60
N: -0.46170 0.02138 -0.75560  -0.48
C: -1.48872 -0.88809 -1.11648  -0.42
H: -0.03440 0.27544 1.90261  0.25
H: 0.23593 -1.75793 1.56741  0.22
H: 1.62578 -0.54615 2.04809  0.22
H: 1.43312 -1.17624 -0.50831  0.23
H: 1.61851 1.29539 -1.18743  0.22
H: 2.34441 0.87616 0.52987  0.23
H: -2.24878 -0.39069 -1.83689  0.25
H: -0.78753 -1.58966 -1.57992  0.21
H: -1.99528 -1.14098 -0.01930  0.20

The calculation puts the strongest force on any atom at 4.49 eV/Å. Its HOMO energy is -0.334 hartree. As for the LUMO energy: 0.712 eV.